Entry from the OMol25 dataset: a 3-piece molecular cluster, C4H13NO2 overall at a distorted geometry (wB97M-V/def2-TZVPD).

The value obtained for the HOMO energy (spin up / spin down) is -14.88 / -15.03 eV. Its spin multiplicity is 2. The relative energy (zero: lowest compared OMol25 entry of this formula, charge and spin) is 149.34 kJ/mol. The total charge is +1. The largest force on an atom is 4.264 eV Å⁻¹. As for the expectation value of S²: 0.761.

Each line ends with the Löwdin spin population.
Atoms and positions in Å:
C -0.133 0.600 2.784  0.059
N -0.893 0.646 -0.261  0.244
C 0.207 -0.022 0.189  0.137
C 0.647 0.359 1.490  0.462
C 1.071 -0.972 -0.620  0.017
H -0.154 -0.242 3.471  0.020
H -1.197 0.900 2.742  -0.001
H 0.383 1.357 3.348  0.016
H -1.324 0.911 0.639  0.000
H -1.025 1.238 -1.039  0.009
H 1.586 -0.162 1.717  0.022
H 2.081 -0.502 -0.643  0.003
H 1.151 -2.017 -0.180  0.008
H 0.764 -1.014 -1.668  0.001
H -1.512 -2.663 -0.922  0.000
H -1.737 -1.399 -0.047  0.000
O -1.914 -2.341 -0.109  0.002
H 1.468 1.486 -1.904  0.000
H 1.758 2.203 -3.282  0.000
O 1.089 1.757 -2.758  0.000

Forces on the atoms, in the same order (eV/Å):
C -0.6178 0.9060 -0.9991
N 0.9398 -1.4885 3.8837
C 0.3660 0.9340 -1.0165
C -0.7156 -3.2865 1.8166
C 0.3596 0.6236 -0.1414
H 0.4829 -0.6466 -0.3929
H 0.4950 0.0635 -0.5384
H 0.2863 0.5429 0.2333
H -0.5506 1.0084 -1.2502
H -0.1622 0.0833 -1.6402
H 0.1490 0.7803 -0.0679
H -0.3599 -0.5879 0.1894
H -0.2551 1.4226 -0.2900
H -0.2206 -0.1597 0.1977
H -0.1056 0.1098 -0.0365
H -0.2340 -0.2223 -0.3812
O 0.1311 -0.0851 0.3210
H 0.3272 0.4958 -0.8352
H 0.2552 0.0324 0.1616
O -0.5706 -0.5259 0.7859